Formula: C4H11N2O
Source: the Open Molecules 2025 dataset
Level of theory: ωB97M-V/def2-TZVPD

```
18
Properties=species:S:1:pos:R:3:forces:R:3
N 1.9171 -0.6750 -0.2393 -0.644 -0.493 0.232
C 1.0036 -1.3456 0.6948 -0.781 1.212 1.327
C -0.5736 -1.2523 0.5334 0.466 0.791 -0.567
N -1.3672 0.0194 0.6779 1.427 -0.455 -0.045
C -0.6163 1.3165 0.4408 -0.909 -1.859 -0.424
C -0.2782 1.5626 -1.0759 -1.619 -0.078 0.154
O -1.4725 1.6671 -1.7408 0.325 -0.250 0.084
H 1.7062 0.3297 -0.2512 0.034 -0.749 -0.498
H 1.6729 -1.1323 -1.1227 0.333 1.067 -0.115
H 1.1543 -2.4064 0.5187 0.316 -0.302 0.626
H 1.2941 -1.0116 1.7329 -0.252 -0.711 -0.812
H -0.9775 -2.0062 1.2227 0.047 0.121 0.034
H -0.7122 -1.6489 -0.4710 -0.281 -0.179 -0.368
H -2.0466 0.0275 -0.0800 0.020 0.000 -0.074
H 0.1521 1.3105 1.2360 -0.050 0.696 -0.353
H -1.4691 1.9903 0.5321 0.617 0.784 0.689
H 0.2818 2.5091 -1.1056 0.671 0.284 -0.007
H 0.3310 0.7455 -1.5027 0.281 0.122 0.116
```
Positions in Å, forces in eV/Å.

Values from the calculation:
SMILES string: NCCNCC[O-]
Orbital gap, eV: 6.47
Net charge: -1